C39H101N3O13 | wB97M-V/def2-TZVPD

As for the relative energy (zero: lowest compared OMol25 entry of this formula, charge and spin): 30.0 kcal/mol. The SMILES is COCCNCCOC.COCCNCCOC.COCCNCCOC.CC(C)O.CC(C)O.CC(C)O.CC(C)O.CC(C)O.CC(C)O.CC(C)O. Its HOMO energy is -8.6076 eV.

Geometry (Å):
C  -10.97  16.89  -14.04
O  -11.79  16.43  -15.09
C  -12.74  17.40  -15.51
C  -13.13  17.12  -16.95
N  -13.51  15.73  -17.16
C  -13.85  15.48  -18.55
C  -15.28  15.91  -18.89
O  -16.25  14.93  -18.58
C  -16.44  14.73  -17.18
H  -10.59  17.90  -14.19
H  -10.06  16.30  -13.95
H  -11.52  16.80  -13.10
H  -12.40  18.43  -15.41
H  -13.59  17.27  -14.83
H  -12.32  17.39  -17.65
H  -13.87  17.84  -17.31
H  -12.75  15.17  -16.80
H  -13.66  14.43  -18.79
H  -13.13  15.98  -19.24
H  -15.33  16.09  -19.97
H  -15.59  16.89  -18.50
H  -16.20  15.62  -16.60
H  -15.82  13.91  -16.81
H  -17.49  14.41  -17.10
C  -11.90  9.53  -19.60
O  -12.71  8.76  -20.46
C  -12.60  9.18  -21.81
C  -12.01  8.07  -22.66
N  -12.83  6.88  -22.67
C  -12.14  5.65  -23.04
C  -11.05  5.14  -22.08
O  -11.46  4.46  -20.91
C  -11.64  5.29  -19.78
H  -10.84  9.26  -19.53
H  -12.28  9.47  -18.58
H  -12.07  10.59  -19.82
H  -12.01  10.09  -22.00
H  -13.60  9.46  -22.15
H  -11.06  7.82  -22.16
H  -11.77  8.50  -23.63
H  -13.19  6.67  -21.74
H  -11.73  5.73  -24.05
H  -12.92  4.89  -23.15
H  -10.21  5.77  -21.78
H  -10.54  4.37  -22.67
H  -10.74  5.35  -19.16
H  -12.43  4.94  -19.11
H  -11.94  6.28  -20.13
C  -16.84  11.31  -23.80
O  -16.83  12.59  -24.43
C  -18.11  13.17  -24.54
C  -18.11  14.19  -25.68
N  -17.92  13.41  -26.93
C  -17.41  14.29  -27.98
C  -17.16  13.55  -29.31
O  -15.93  12.83  -29.34
C  -16.12  11.46  -29.01
H  -17.02  11.33  -22.72
H  -15.90  10.84  -24.05
H  -17.58  10.71  -24.33
H  -18.42  13.57  -23.57
H  -18.91  12.47  -24.81
H  -17.35  14.95  -25.48
H  -19.08  14.68  -25.79
H  -17.22  12.71  -26.69
H  -16.45  14.70  -27.64
H  -18.16  15.03  -28.27
H  -16.99  14.33  -30.06
H  -18.02  12.96  -29.63
H  -16.68  10.91  -29.78
H  -16.76  11.36  -28.12
H  -15.17  10.96  -28.88
C  -17.02  17.80  -25.62
C  -15.61  17.79  -25.05
C  -14.92  16.43  -25.03
O  -14.71  18.64  -25.80
H  -17.18  17.24  -26.54
H  -17.41  18.80  -25.80
H  -17.68  17.29  -24.91
H  -15.68  18.22  -24.04
H  -13.96  16.47  -24.53
H  -14.88  16.00  -26.03
H  -15.64  15.86  -24.42
H  -15.00  19.54  -25.63
C  -17.75  18.37  -21.34
C  -18.29  17.05  -21.92
C  -18.77  16.05  -20.87
O  -19.34  17.31  -22.85
H  -17.16  18.85  -22.12
H  -17.08  18.09  -20.53
H  -18.57  19.02  -21.02
H  -17.43  16.62  -22.45
H  -19.49  16.55  -20.22
H  -18.04  15.48  -20.30
H  -19.36  15.29  -21.39
H  -19.92  17.95  -22.42
C  -13.96  15.23  -21.56
C  -14.76  14.02  -22.03
C  -13.87  12.77  -21.85
O  -15.95  13.78  -21.30
H  -14.62  16.10  -21.75
H  -13.05  15.29  -22.14
H  -13.93  15.26  -20.47
H  -14.91  14.12  -23.11
H  -13.52  12.73  -20.82
H  -13.05  12.97  -22.54
H  -14.38  11.82  -22.06
H  -16.46  13.15  -21.83
C  -12.58  12.30  -25.15
C  -12.86  11.80  -26.58
C  -12.93  12.96  -27.59
O  -11.83  10.91  -26.99
H  -11.54  12.59  -25.04
H  -12.83  11.46  -24.50
H  -13.26  13.13  -24.96
H  -13.80  11.25  -26.56
H  -12.83  13.92  -27.09
H  -13.77  12.92  -28.28
H  -12.08  12.97  -28.27
H  -10.94  11.23  -26.82
C  -13.85  20.86  -20.28
C  -13.05  20.23  -21.39
C  -13.57  18.84  -21.67
O  -13.03  21.09  -22.52
H  -13.65  21.93  -20.20
H  -13.58  20.39  -19.33
H  -14.93  20.74  -20.40
H  -12.01  20.13  -21.03
H  -14.59  18.79  -22.08
H  -13.64  18.17  -20.81
H  -12.96  18.17  -22.29
H  -12.48  20.66  -23.19
C  -16.57  10.79  -20.21
C  -16.00  11.10  -18.85
C  -15.34  9.86  -18.27
O  -15.04  12.15  -18.93
H  -17.45  11.42  -20.43
H  -16.93  9.77  -20.34
H  -15.88  10.99  -21.04
H  -16.77  11.38  -18.12
H  -14.48  9.52  -18.86
H  -16.06  9.06  -18.12
H  -14.84  10.05  -17.31
H  -15.46  12.89  -19.40
C  -9.02  14.34  -23.11
C  -9.97  14.37  -21.91
C  -10.12  13.04  -21.17
O  -9.57  15.37  -20.98
H  -9.55  13.87  -23.94
H  -8.07  13.81  -22.98
H  -8.74  15.35  -23.42
H  -10.93  14.71  -22.29
H  -9.50  13.00  -20.27
H  -9.88  12.17  -21.79
H  -11.14  12.96  -20.80
H  -8.63  15.55  -21.03